Record 1
This record from the OMol25 dataset describes 14 unconnected molecules or ions with the total composition C52H145N13O14. The level of theory is the ωB97M-V functional and the def2-TZVPD basis.

Computed properties:
HOMO level (eV): -8.86
Gap between HOMO and LUMO (eV): 9.3
LUMO energy (Eh): 0.0166

Cartesian coordinates (Å):
O: 4.244 0.454 -0.284
H: 4.529 -0.185 -0.963
H: 4.705 1.229 -0.522
C: 6.816 3.090 -1.879
C: 6.585 4.140 -0.771
C: 5.765 3.614 0.394
O: 4.447 3.337 -0.015
C: 3.577 3.024 1.075
N: 7.862 4.717 -0.384
H: 7.880 3.015 -2.119
H: 6.334 3.389 -2.820
H: 6.449 2.110 -1.600
H: 5.916 4.888 -1.302
H: 5.750 4.384 1.180
H: 6.169 2.636 0.677
H: 3.991 2.166 1.649
H: 2.592 2.724 0.706
H: 3.583 3.940 1.679
H: 8.240 5.175 -1.189
H: 7.731 5.322 0.397
C: -0.363 0.754 -4.058
C: -0.572 -0.023 -5.477
C: -0.714 1.004 -6.620
O: -1.882 1.768 -6.403
C: -2.300 2.549 -7.518
N: 0.638 -0.779 -5.669
H: 0.494 1.459 -4.127
H: -0.258 0.046 -3.193
H: -1.195 1.408 -3.839
H: -1.503 -0.642 -5.469
H: -0.731 0.397 -7.552
H: 0.262 1.556 -6.715
H: -2.686 1.852 -8.329
H: -1.434 3.205 -7.882
H: -3.156 3.125 -7.105
H: 0.719 -1.432 -4.885
H: 0.637 -1.289 -6.572
C: 3.362 6.121 -2.479
C: 2.007 6.224 -3.195
C: 1.433 4.826 -3.210
O: 2.288 3.964 -3.936
C: 1.842 3.809 -5.312
N: 1.026 7.040 -2.408
H: 4.073 5.449 -2.912
H: 3.051 5.670 -1.525
H: 3.768 7.083 -2.354
H: 2.190 6.423 -4.247
H: 0.430 4.768 -3.686
H: 1.489 4.448 -2.203
H: 1.721 4.775 -5.780
H: 0.817 3.361 -5.390
H: 2.545 3.185 -5.808
H: 0.182 7.216 -2.994
H: 1.407 8.046 -2.370
C: -0.760 5.146 0.495
C: -0.499 5.618 1.986
C: 0.780 5.012 2.417
O: 0.842 5.027 3.808
C: 1.933 4.230 4.354
N: -0.591 7.038 2.104
H: 0.063 5.360 -0.193
H: -1.650 5.610 0.039
H: -0.958 4.053 0.363
H: -1.280 5.144 2.640
H: 1.668 5.468 1.985
H: 0.743 3.953 2.055
H: 2.933 4.496 3.914
H: 1.649 3.164 4.256
H: 2.005 4.526 5.418
H: -0.280 7.380 3.015
H: 0.069 7.472 1.439
C: -3.699 -5.423 0.002
C: -2.679 -5.988 0.990
C: -1.219 -5.926 0.581
O: -0.926 -6.596 -0.659
C: 0.453 -6.736 -0.867
N: -2.723 -5.226 2.259
H: -3.936 -6.086 -0.817
H: -3.481 -4.394 -0.379
H: -4.614 -5.279 0.553
H: -2.932 -7.080 1.142
H: -0.661 -6.320 1.428
H: -1.084 -4.796 0.501
H: 1.082 -5.811 -0.756
H: 0.542 -7.065 -1.888
H: 0.871 -7.563 -0.307
H: -1.881 -5.390 2.799
H: -3.507 -5.445 2.852
C: -3.350 -3.186 -4.265
C: -1.989 -3.745 -4.444
C: -0.977 -3.032 -3.544
O: 0.374 -3.476 -3.923
C: 1.339 -3.289 -2.935
N: -2.038 -5.228 -4.278
H: -4.030 -3.717 -4.988
H: -3.385 -2.127 -4.556
H: -3.720 -3.491 -3.239
H: -1.601 -3.559 -5.415
H: -1.204 -3.167 -2.482
H: -1.008 -1.990 -3.652
H: 1.360 -2.314 -2.484
H: 2.322 -3.492 -3.422
H: 1.115 -3.993 -2.119
H: -2.274 -5.410 -3.296
H: -1.125 -5.608 -4.440
C: 0.229 -0.491 6.241
C: 1.509 -1.381 6.263
C: 1.210 -2.606 7.051
O: 2.392 -3.292 7.396
C: 2.295 -4.238 8.420
N: 2.054 -1.704 4.958
H: -0.624 -0.956 5.716
H: 0.460 0.415 5.654
H: 0.037 -0.230 7.304
H: 2.272 -0.907 6.847
H: 0.636 -3.254 6.348
H: 0.642 -2.422 7.921
H: 2.042 -3.724 9.339
H: 3.200 -4.771 8.441
H: 1.516 -4.998 8.318
H: 2.738 -2.460 4.992
H: 2.545 -0.929 4.509
C: 1.614 -8.705 5.460
C: 1.303 -7.171 5.382
C: 2.539 -6.429 5.839
O: 3.510 -6.582 4.872
C: 4.636 -5.715 5.094
N: 0.865 -6.772 4.097
H: 2.373 -9.064 4.746
H: 0.714 -9.389 5.248
H: 2.069 -8.996 6.420
H: 0.501 -7.012 6.109
H: 2.966 -6.704 6.836
H: 2.324 -5.349 5.912
H: 5.239 -6.040 5.953
H: 4.340 -4.661 5.249
H: 5.242 -5.860 4.165
H: 1.532 -6.885 3.357
H: 0.585 -5.800 4.052
C: -5.353 -2.181 1.005
C: -5.007 -1.438 2.328
C: -6.001 -1.887 3.400
O: -7.310 -1.524 3.057
C: -7.806 -0.433 3.764
N: -3.671 -1.769 2.858
H: -5.230 -3.225 1.236
H: -4.638 -1.841 0.265
H: -6.324 -1.879 0.715
H: -5.119 -0.343 2.052
H: -5.784 -1.466 4.382
H: -5.849 -2.964 3.468
H: -7.246 0.536 3.637
H: -7.735 -0.575 4.831
H: -8.851 -0.229 3.506
H: -3.242 -2.692 2.581
H: -3.692 -1.763 3.902
C: 5.735 1.212 -4.836
C: 4.528 0.293 -5.206
C: 3.665 0.017 -3.996
O: 4.374 -0.628 -2.913
C: 4.877 -1.926 -3.223
N: 3.652 1.064 -6.168
H: 6.340 1.288 -5.749
H: 6.357 0.805 -4.055
H: 5.455 2.206 -4.525
H: 4.841 -0.644 -5.586
H: 2.771 -0.497 -4.268
H: 3.418 0.964 -3.532
H: 4.384 -2.383 -4.042
H: 4.828 -2.545 -2.365
H: 5.936 -1.846 -3.458
H: 2.902 0.487 -6.502
H: 4.177 1.454 -6.934
C: 0.312 -2.365 1.853
C: -0.453 -1.383 0.844
C: 0.390 -0.396 0.174
O: -0.458 0.612 -0.444
C: 0.252 1.736 -0.788
N: -1.074 -2.178 -0.187
H: -0.492 -3.074 2.158
H: 0.664 -1.935 2.783
H: 1.093 -2.920 1.367
H: -1.181 -0.884 1.614
H: 0.889 -0.866 -0.665
H: 1.111 0.134 0.908
H: 0.809 2.262 0.006
H: -0.363 2.431 -1.343
H: 1.035 1.408 -1.477
H: -1.317 -3.082 0.171
H: -1.857 -1.660 -0.538
C: -6.063 2.878 2.802
C: -4.811 3.682 2.503
C: -3.474 2.900 2.441
O: -3.078 2.477 3.705
C: -1.893 1.717 3.581
N: -4.924 4.391 1.251
H: -5.981 2.145 3.609
H: -6.382 2.340 1.860
H: -6.868 3.633 3.023
H: -4.626 4.384 3.303
H: -2.724 3.471 1.911
H: -3.618 2.010 1.802
H: -2.069 0.730 3.177
H: -1.518 1.559 4.621
H: -1.180 2.268 2.878
H: -4.496 5.312 1.275
H: -5.944 4.639 1.098
C: -2.804 4.111 -3.162
C: -4.266 3.704 -3.013
C: -4.259 2.298 -2.321
O: -3.681 1.262 -3.062
C: -3.526 0.166 -2.207
N: -5.000 4.683 -2.229
H: -2.408 4.494 -2.194
H: -2.733 4.938 -3.921
H: -2.150 3.325 -3.537
H: -4.790 3.723 -3.954
H: -5.200 1.970 -1.947
H: -3.647 2.483 -1.395
H: -2.666 0.392 -1.435
H: -3.268 -0.707 -2.822
H: -4.396 -0.038 -1.518
H: -4.694 4.655 -1.215
H: -5.941 4.314 -2.221

---

Record 2
This record from the OMol25 dataset describes 8 unconnected molecules or ions with the total composition H16O8. The level of theory is the ωB97M-V functional and the def2-TZVPD basis.

Computed properties:
HOMO level (eV): -10.51
Gap between HOMO and LUMO (eV): 10.4
LUMO energy (Eh): -0.0027

Cartesian coordinates (Å):
O: 0.754 0.282 0.985
H: 1.332 -0.336 1.452
H: -0.114 0.208 1.439
O: -1.866 -1.270 3.248
H: -1.961 -0.367 3.052
H: -2.724 -1.759 3.055
O: 4.375 3.398 0.969
H: 4.727 2.511 1.296
H: 3.492 3.155 0.725
O: 5.293 -2.051 -1.346
H: 6.211 -2.238 -1.147
H: 4.863 -2.108 -0.407
O: 1.446 -1.182 -0.938
H: 1.616 -0.283 -1.199
H: 0.634 -1.386 -1.458
O: -3.211 -2.069 -0.066
H: -2.540 -2.734 -0.377
H: -3.018 -1.299 -0.465
O: -3.078 0.231 -1.846
H: -3.483 -0.507 -2.391
H: -3.662 0.981 -1.969
O: -3.026 3.349 -0.940
H: -2.547 2.693 -1.359
H: -3.514 2.781 -0.313

---

Record 3
This record from the OMol25 dataset describes a molecular structure, C10H20ClI2NO2PPm. The level of theory is the ωB97M-V functional and the def2-TZVPD basis.

Computed properties:
HOMO level (alpha / beta) (eV): -15.70 / -15.70
Gap between HOMO and LUMO (alpha / beta) (eV): 7.9 / 7.9
2S+1: 5
Net charge: +2
Expectation value of S²: 6.007
LUMO energy (alpha / beta) (Eh): -0.2878 / -0.2872

Cartesian coordinates (Å):
I: -2.958 4.165 -2.145
I: -0.434 3.840 -2.894
Pm: -1.644 0.910 -0.615
P: -2.220 -0.997 -2.775
C: -1.435 -1.630 -4.300
C: -3.355 -2.375 -2.350
H: -4.072 0.611 -2.666
H: -4.100 -0.181 -4.222
H: -2.939 1.090 -3.894
C: -3.430 0.217 -3.460
H: -3.964 -2.097 -1.490
H: -4.041 -2.717 -3.126
H: -2.084 -2.004 -5.087
H: -0.760 -2.448 -4.068
H: -2.776 -3.245 -2.039
H: -0.824 -0.865 -4.768
C: 1.033 -0.578 -2.237
O: 2.060 -0.798 -2.688
Cl: -3.855 0.405 0.562
O: 0.034 0.830 0.749
C: 1.101 0.847 1.540
C: 1.224 1.762 2.722
C: 1.319 0.973 4.060
C: 2.724 0.403 4.308
C: 3.227 -0.658 3.317
C: 3.377 -0.150 1.867
N: 2.038 0.024 1.252
H: 2.102 2.434 2.639
H: 0.318 2.371 2.754
H: 1.025 1.611 4.917
H: 0.586 0.151 4.060
H: 3.438 1.242 4.315
H: 2.736 -0.065 5.304
H: 4.218 -1.033 3.647
H: 2.548 -1.529 3.317
H: 3.940 0.806 1.873
H: 3.963 -0.872 1.287
H: 1.881 -0.449 0.331

---

Record 4
This record from the OMol25 dataset describes a molecular structure, C23H29CuF6N6O6S2. The level of theory is the ωB97M-V functional and the def2-TZVPD basis.

Computed properties:
HOMO level (eV): -8.06
Gap between HOMO and LUMO (eV): 8.1
LUMO energy (Eh): 0.0017

Cartesian coordinates (Å):
Cu: -2.081 -16.520 -7.484
C: 0.612 -14.901 -5.842
F: -0.584 -14.416 -5.769
F: 1.030 -14.657 -7.070
F: 1.355 -14.269 -4.965
S: 0.787 -16.864 -5.545
O: 1.586 -17.306 -6.688
O: 1.391 -17.096 -4.231
N: -0.910 -17.304 -5.836
S: -1.096 -18.479 -4.883
O: -0.116 -19.534 -5.059
O: -1.347 -18.064 -3.514
C: -2.753 -19.269 -5.420
F: -3.090 -20.212 -4.570
F: -3.684 -18.298 -5.418
F: -2.595 -19.760 -6.676
C: -6.089 -18.319 -7.148
C: -5.504 -17.419 -8.258
O: -4.278 -17.222 -8.271
N: -6.355 -16.948 -9.170
C: -5.971 -16.128 -10.267
H: -5.421 -19.161 -6.965
H: -7.079 -18.726 -7.352
H: -6.118 -17.599 -6.330
H: -7.324 -17.176 -9.001
H: -5.203 -16.477 -10.957
H: -5.788 -15.130 -9.869
H: -6.797 -15.988 -10.964
C: 0.359 -19.571 -8.626
C: -0.893 -18.988 -9.223
O: -1.225 -17.787 -9.073
N: -1.693 -19.836 -9.889
C: -2.952 -19.439 -10.506
H: 0.599 -20.589 -8.932
H: 0.272 -19.527 -7.540
H: 1.148 -18.959 -9.062
H: -1.367 -20.791 -9.937
H: -3.793 -19.365 -9.816
H: -3.115 -20.184 -11.285
H: -2.817 -18.476 -10.998
N: 2.318 -13.876 -10.950
C: 1.335 -14.269 -10.028
C: 0.833 -15.564 -10.107
C: 1.280 -16.463 -11.096
C: 2.221 -16.071 -12.063
C: 2.674 -14.763 -11.917
H: 0.918 -13.568 -9.320
H: 0.059 -15.887 -9.427
H: 0.803 -17.432 -11.097
H: 2.593 -16.763 -12.804
H: 3.407 -14.368 -12.605
N: -3.500 -15.341 -5.750
C: -3.174 -15.308 -4.420
C: -3.789 -14.465 -3.491
C: -4.758 -13.527 -3.999
C: -5.073 -13.501 -5.316
C: -4.454 -14.426 -6.171
H: -2.452 -16.010 -4.029
H: -3.487 -14.493 -2.454
H: -5.203 -12.850 -3.286
H: -5.815 -12.829 -5.721
H: -4.755 -14.572 -7.198
N: -2.166 -14.438 -8.796
C: -2.012 -13.168 -8.302
C: -2.735 -12.085 -8.791
C: -3.335 -12.233 -10.017
C: -3.450 -13.494 -10.635
C: -2.807 -14.524 -10.007
H: -1.452 -13.042 -7.387
H: -2.711 -11.072 -8.417
H: -3.772 -11.362 -10.483
H: -3.937 -13.599 -11.593
H: -2.916 -15.545 -10.340

---

Record 5
This record from the OMol25 dataset describes a molecular structure, C36H68Cl6GeN3O4PSSi6Tc. The level of theory is the ωB97M-V functional and the def2-TZVPD basis.

Computed properties:
HOMO level (alpha / beta) (eV): -0.70 / -3.05
Gap between HOMO and LUMO (alpha / beta) (eV): 4.6 / 7.0
2S+1: 4
Net charge: -2
Expectation value of S²: 3.814
LUMO energy (alpha / beta) (Eh): 0.1447 / 0.1446

Cartesian coordinates (Å):
Tc: -0.674 -0.294 0.548
C: 3.738 -7.028 2.987
C: 3.485 -5.557 2.794
C: 4.069 -4.859 1.748
C: 3.794 -3.512 1.545
C: 2.927 -2.856 2.396
C: 2.369 -3.526 3.477
C: 2.641 -4.868 3.663
S: 2.535 -1.136 2.170
O: 3.402 -0.637 1.117
O: 2.733 -0.542 3.468
O: 1.099 -1.113 1.750
H: 4.516 -7.385 2.311
H: 2.832 -7.606 2.790
H: 4.049 -7.246 4.011
H: 4.736 -5.376 1.066
H: 4.246 -2.970 0.728
H: 1.717 -2.991 4.149
H: 2.180 -5.395 4.492
C: 0.074 4.210 0.814
Ge: 1.428 2.809 0.553
C: 2.783 3.932 -0.416
C: 2.349 2.484 2.241
C: 1.021 1.114 -0.432
H: 0.318 5.072 0.190
H: 0.108 4.505 1.864
H: -0.932 3.877 0.590
H: 3.019 4.742 0.280
H: 2.374 4.395 -1.315
H: 3.720 3.423 -0.659
H: 2.991 3.345 2.442
H: 2.964 1.591 2.208
H: 1.637 2.372 3.057
H: 1.644 0.428 0.171
C: -4.300 -2.851 -1.892
Si: -3.760 -1.171 -2.561
C: -5.401 -0.459 -3.211
C: -2.850 -1.482 -4.205
Si: -2.676 0.305 -0.972
Si: -2.398 2.166 -2.507
C: -1.901 1.772 -4.302
C: -3.916 3.248 -2.844
C: -1.156 3.481 -1.964
Si: -4.846 0.943 0.026
C: -5.759 -0.576 0.679
C: -6.196 1.794 -1.025
C: -4.766 2.180 1.445
H: -5.116 -3.225 -2.520
H: -4.654 -2.803 -0.865
H: -3.487 -3.572 -1.915
H: -5.739 -1.149 -3.990
H: -5.298 0.531 -3.663
H: -6.177 -0.409 -2.445
H: -3.145 -2.473 -4.563
H: -1.767 -1.476 -4.121
H: -3.144 -0.760 -4.966
H: -2.664 1.197 -4.823
H: -0.961 1.233 -4.413
H: -1.798 2.733 -4.816
H: -4.774 2.700 -3.231
H: -3.617 3.986 -3.596
H: -4.234 3.790 -1.953
H: -0.247 3.061 -1.538
H: -1.592 4.129 -1.202
H: -0.894 4.108 -2.822
H: -5.812 -1.394 -0.040
H: -6.782 -0.282 0.935
H: -5.285 -0.966 1.578
H: -6.347 1.423 -2.037
H: -6.041 2.870 -1.076
H: -7.121 1.624 -0.465
H: -4.210 1.806 2.299
H: -5.790 2.398 1.770
H: -4.315 3.121 1.118
Cl: -3.331 -0.394 3.431
Si: -2.076 -1.540 2.170
Cl: -1.069 -2.610 3.684
Cl: -3.440 -3.043 1.578
C: 3.196 -0.929 -4.013
N: 4.013 0.066 -3.310
C: 4.011 1.302 -4.080
N: 2.679 1.820 -4.387
C: 1.929 0.774 -5.077
N: 1.843 -0.475 -4.338
C: 1.043 -0.326 -3.113
P: 1.795 0.880 -1.965
C: 3.530 0.295 -1.940
C: 1.991 2.268 -3.168
H: 3.128 -1.828 -3.401
H: 3.705 -1.171 -4.951
H: 4.518 1.109 -5.031
H: 4.572 2.064 -3.533
H: 2.434 0.575 -6.027
H: 0.923 1.140 -5.291
H: 0.963 -1.295 -2.633
H: 0.026 0.001 -3.344
H: 3.590 -0.612 -1.338
H: 4.152 1.050 -1.449
H: 2.583 3.060 -2.720
H: 1.017 2.680 -3.430
C: -0.920 4.621 7.716
C: -1.085 3.938 6.386
C: -1.931 4.443 5.404
C: -2.079 3.841 4.167
C: -3.042 4.471 3.194
C: -1.335 2.657 3.842
C: -1.476 2.127 2.529
O: -0.646 1.363 1.849
C: -0.525 2.102 4.879
C: 0.109 0.751 4.750
C: -0.408 2.757 6.091
H: -1.579 5.487 7.794
H: 0.106 4.970 7.868
H: -1.156 3.948 8.545
H: -2.491 5.353 5.605
H: -3.373 5.439 3.573
H: -3.929 3.848 3.044
H: -2.593 4.626 2.213
H: -2.284 2.549 1.938
H: 0.304 0.472 3.723
H: -0.560 -0.002 5.172
H: 1.054 0.707 5.290
H: 0.226 2.304 6.850
Cl: -0.151 -4.200 0.746
Si: 0.006 -2.465 -0.430
Cl: 2.092 -2.716 -0.940
Cl: -0.697 -3.268 -2.276

---

The evaluated ΔE to the lowest compared entry with this formula, charge and spin for the records listed, in turn: 2.832, 3.611, 0.000, 0.000, 0.180 eV.